Record 1
Computed, not measured: a structure of composition C46H43AsBrN5O4Zr, with ωB97M-V/def2-TZVPD.

Cartesian coordinates (Å):
Zr: -0.386 0.121 1.233
C: 4.093 -0.252 1.121
O: 3.624 -0.239 2.522
C: 2.373 0.069 2.492
N: 1.829 0.393 1.356
C: 2.946 0.444 0.359
C: 2.632 -0.144 -0.993
C: 3.689 -0.389 -1.867
C: 3.451 -0.837 -3.159
C: 2.154 -1.057 -3.603
C: 1.089 -0.824 -2.748
C: 1.344 -0.369 -1.463
C: 1.548 0.096 3.714
C: 1.975 0.039 5.026
C: 1.031 0.268 6.027
C: -0.285 0.589 5.690
C: -0.614 0.616 4.350
N: 0.275 0.341 3.391
C: -1.889 1.030 3.736
N: -1.974 1.110 2.440
C: -3.354 1.608 2.132
C: -4.039 1.558 3.518
O: -2.924 1.305 4.449
C: -4.032 0.821 1.034
C: -5.412 0.654 1.032
C: -6.044 -0.026 -0.004
C: -5.305 -0.546 -1.058
C: -3.927 -0.375 -1.079
C: -3.310 0.307 -0.040
H: 4.229 -1.295 0.839
H: 5.039 0.279 1.093
H: 3.189 1.502 0.237
H: 4.711 -0.214 -1.551
H: 4.288 -1.013 -3.822
H: 1.974 -1.414 -4.608
H: 0.074 -1.004 -3.078
H: 0.448 -0.151 -0.856
H: 3.014 -0.153 5.262
H: 1.328 0.235 7.068
H: -1.021 0.827 6.448
H: -3.249 2.648 1.821
H: -4.733 0.729 3.641
H: -4.508 2.490 3.820
H: -6.022 1.069 1.826
H: -7.119 -0.139 0.011
H: -5.800 -1.067 -1.866
H: -3.344 -0.755 -1.908
H: -2.231 0.500 -0.161
C: -2.855 -1.892 2.653
O: -1.772 -1.590 1.717
C: -1.578 -2.560 0.705
C: -2.579 -3.241 0.046
C: -2.187 -4.138 -0.947
Br: -3.499 -5.077 -1.892
C: -0.840 -4.348 -1.243
C: 0.155 -3.661 -0.556
C: -0.250 -2.760 0.417
O: 0.629 -1.918 1.114
C: 1.586 -3.830 -0.807
N: 2.143 -4.009 -1.941
C: 3.529 -3.990 -1.694
C: 4.575 -4.173 -2.586
C: 5.860 -4.134 -2.069
C: 6.093 -3.931 -0.705
C: 5.048 -3.747 0.193
C: 3.772 -3.769 -0.339
N: 2.494 -3.611 0.286
H: -3.791 -1.499 2.261
H: -2.600 -1.442 3.608
H: -2.905 -2.972 2.771
H: -3.625 -3.096 0.279
H: -0.559 -5.062 -2.008
H: 1.563 -2.224 0.840
H: 4.386 -4.362 -3.634
H: 6.704 -4.289 -2.727
H: 7.110 -3.938 -0.338
H: 5.239 -3.638 1.253
H: 2.338 -4.248 1.068
C: -1.460 3.958 0.357
As: -0.434 2.501 -0.398
C: 1.329 3.262 -0.623
C: -1.141 2.304 -2.227
C: -1.052 3.615 -2.951
C: -2.120 4.510 -2.918
C: -2.037 5.721 -3.588
C: -0.886 6.046 -4.295
C: 0.178 5.153 -4.341
C: 0.096 3.942 -3.671
H: -1.174 4.866 -0.176
H: -1.251 4.083 1.418
H: -2.521 3.787 0.181
H: 1.211 4.213 -1.143
H: 1.939 2.604 -1.239
H: 1.791 3.439 0.348
H: -2.173 1.963 -2.124
H: -0.550 1.526 -2.711
H: -3.035 4.248 -2.397
H: -2.875 6.404 -3.575
H: -0.826 6.985 -4.826
H: 1.062 5.397 -4.914
H: 0.917 3.236 -3.737

Results
**Energy**: -7208.9995 a.u.
**2S+1**: 1
**M**: 975.9 g/mol
**Total charge**: +4
**HOMO-LUMO gap**: 4.31 eV

=====

Record 2
Computed, not measured: a structure of composition C46H44AsFeN10O4S2SeTe, with ωB97M-V/def2-TZVPD.

Cartesian coordinates (Å):
Fe: -0.911 -1.094 0.710
O: -2.166 -1.278 4.777
C: -2.094 -1.118 3.562
O: -1.104 -0.652 2.908
C: -3.291 -1.521 2.708
C: -4.546 -1.745 3.309
C: -5.598 -2.099 2.518
C: -5.400 -2.263 1.129
C: -6.426 -2.680 0.253
C: -6.171 -2.843 -1.078
C: -4.891 -2.571 -1.600
C: -3.884 -2.150 -0.782
C: -4.107 -2.011 0.608
N: -3.083 -1.647 1.424
H: -4.625 -1.632 4.380
H: -6.588 -2.260 2.927
H: -7.410 -2.872 0.663
H: -6.959 -3.169 -1.745
H: -4.717 -2.688 -2.661
H: -2.898 -1.910 -1.158
C: 2.280 -3.771 1.505
As: 0.856 -2.561 2.129
C: -0.172 -3.905 3.118
C: 1.809 -1.886 3.724
H: 2.510 -4.531 2.252
H: 3.188 -3.209 1.282
H: 1.970 -4.257 0.581
H: 0.484 -4.478 3.775
H: -0.668 -4.583 2.427
H: -0.930 -3.409 3.723
H: 2.118 -2.717 4.359
H: 1.125 -1.245 4.278
H: 2.691 -1.307 3.449
N: -0.946 -3.092 -7.592
C: -0.432 -3.107 -6.303
C: 0.366 -4.173 -5.879
C: 0.974 -4.142 -4.638
C: 0.775 -3.058 -3.801
C: -0.038 -2.008 -4.196
C: -0.636 -2.026 -5.441
S: 1.542 -3.011 -2.190
O: 2.465 -1.901 -2.181
O: 2.128 -4.314 -1.963
N: 0.363 -2.680 -1.137
C: -0.524 -3.645 -0.849
S: -0.770 -5.134 -1.779
C: -2.088 -5.539 -0.728
C: -2.235 -4.592 0.216
N: -1.361 -3.537 0.163
H: -1.022 -3.985 -8.049
H: -1.723 -2.476 -7.755
H: 0.496 -5.026 -6.535
H: 1.601 -4.956 -4.300
H: -0.186 -1.179 -3.519
H: -1.271 -1.207 -5.754
H: -2.640 -6.453 -0.862
H: -2.980 -4.598 1.000
Te: -0.801 2.184 2.188
C: -0.089 3.903 3.319
C: -0.931 4.509 4.246
C: -0.540 5.651 4.931
C: 0.709 6.206 4.697
C: 1.562 5.609 3.780
C: 1.165 4.467 3.100
C: -0.930 3.498 0.508
C: -2.142 4.103 0.197
C: -2.258 4.898 -0.933
C: -1.163 5.085 -1.767
C: 0.051 4.488 -1.461
C: 0.164 3.704 -0.321
H: -1.912 4.084 4.425
H: -1.216 6.116 5.638
H: 1.015 7.100 5.227
H: 2.539 6.040 3.592
H: 1.838 4.016 2.380
H: -3.003 3.940 0.833
H: -3.206 5.359 -1.181
H: -1.264 5.702 -2.651
H: 0.906 4.632 -2.110
H: 1.111 3.234 -0.079
C: 2.592 0.184 0.797
C: 1.781 0.465 -0.413
N: 0.475 0.383 -0.475
C: 0.119 0.729 -1.756
C: 1.231 1.024 -2.471
N: 2.289 0.857 -1.609
C: 3.670 1.057 -1.942
N: 4.092 2.407 -1.635
N: 3.621 3.436 -2.370
N: 3.966 4.542 -1.844
C: 4.687 4.284 -0.704
C: 5.266 5.139 0.237
C: 5.939 4.555 1.285
C: 6.078 3.160 1.390
C: 5.508 2.302 0.476
C: 4.783 2.889 -0.561
H: 1.913 0.123 1.645
H: 3.328 0.966 0.980
H: 3.104 -0.777 0.683
H: -0.919 0.771 -2.041
H: 1.371 1.324 -3.494
H: 3.784 0.888 -3.011
H: 4.293 0.348 -1.399
H: 5.176 6.211 0.133
H: 6.386 5.179 2.047
H: 6.652 2.751 2.211
H: 5.634 1.231 0.556
Se: -4.999 1.307 -0.713
C: -3.379 0.940 -0.160
N: -2.297 0.701 0.218

Results
**Relative energy (zero: lowest compared OMol25 entry of this formula, charge and spin)**: 23.6 kcal/mol
**Energy**: -9593.3005 a.u.
**2S+1**: 5
**M**: 1202.4 g/mol
**Total charge**: -1
**HOMO-LUMO gap (alpha / beta)**: 6.99 / 7.00 eV

=====

Record 3
Computed, not measured: a structure of composition C46H44BF3IN5O9PReS2, with ωB97M-V/def2-TZVPD.

Cartesian coordinates (Å):
Re: -0.016 -0.746 -0.273
I: -2.874 -1.819 -1.569
C: -4.487 -1.231 -2.884
C: -5.341 -2.258 -3.213
C: -6.440 -2.048 -4.054
C: -6.665 -0.800 -4.559
C: -5.813 0.276 -4.236
C: -6.070 1.547 -4.789
C: -5.272 2.612 -4.492
C: -4.192 2.440 -3.627
C: -3.885 1.215 -3.074
P: -2.337 1.207 -2.070
C: -2.455 2.835 -1.252
C: -1.409 3.747 -1.130
C: -1.569 4.865 -0.331
C: -2.744 5.069 0.373
C: -3.776 4.148 0.279
C: -3.629 3.033 -0.519
C: -1.180 1.256 -3.492
C: -0.794 0.031 -4.033
C: 0.006 -0.022 -5.159
C: 0.431 1.152 -5.758
C: 0.039 2.373 -5.233
C: -0.757 2.432 -4.103
C: -4.688 0.084 -3.370
H: -5.156 -3.250 -2.830
H: -7.092 -2.872 -4.303
H: -7.501 -0.612 -5.215
H: -6.911 1.656 -5.456
H: -5.459 3.584 -4.918
H: -3.581 3.296 -3.386
H: -0.475 3.594 -1.652
H: -0.760 5.574 -0.241
H: -2.861 5.936 1.003
H: -4.688 4.300 0.834
H: -4.422 2.300 -0.579
H: -1.136 -0.889 -3.580
H: 0.303 -0.982 -5.556
H: 1.055 1.116 -6.637
H: 0.354 3.288 -5.711
H: -1.069 3.389 -3.717
N: -0.590 -2.342 3.194
C: -1.606 -1.542 2.896
N: -2.484 -1.180 3.825
S: -1.856 -0.935 1.328
H: -0.529 -2.789 4.096
H: 0.045 -2.648 2.468
H: -2.451 -1.553 4.761
H: -3.190 -0.484 3.604
F: 0.832 -4.952 1.424
C: 0.454 -5.203 0.164
F: 1.545 -5.189 -0.599
F: -0.069 -6.424 0.129
S: -0.782 -3.927 -0.439
O: -1.661 -3.709 0.671
O: -1.292 -4.467 -1.652
O: 0.136 -2.776 -0.662
C: 3.207 2.594 -3.190
C: 2.662 1.253 -2.880
C: 2.820 0.016 -3.487
C: 2.036 -0.880 -2.754
N: 1.415 -0.213 -1.771
N: 1.806 1.074 -1.867
C: 1.929 -2.347 -2.955
H: 4.224 2.528 -3.565
H: 3.191 3.208 -2.294
H: 2.596 3.078 -3.953
H: 3.420 -0.223 -4.339
H: 1.629 1.746 -1.092
H: 2.555 -2.656 -3.790
H: 0.899 -2.654 -3.143
H: 2.258 -2.863 -2.052
C: 7.050 -3.392 4.271
C: 5.584 -3.393 4.732
C: 5.512 -2.893 6.182
C: 5.064 -4.833 4.686
C: 4.775 -2.453 3.852
C: 5.201 -1.127 3.710
C: 4.536 -0.195 2.934
C: 3.400 -0.627 2.282
O: 2.542 0.040 1.448
B: 1.598 -0.870 1.062
O: 1.828 -2.096 1.658
C: 2.963 -1.947 2.414
C: 3.622 -2.873 3.194
H: 7.620 -4.108 4.858
H: 7.510 -2.416 4.399
H: 7.124 -3.668 3.222
H: 6.116 -3.533 6.821
H: 4.487 -2.912 6.544
H: 5.885 -1.875 6.266
H: 5.693 -5.463 5.311
H: 5.091 -5.225 3.673
H: 4.048 -4.895 5.068
H: 6.094 -0.803 4.218
H: 4.895 0.816 2.837
H: 3.247 -3.879 3.266
O: 1.334 2.689 0.230
C: 0.270 2.265 0.670
O: -0.372 1.263 0.168
C: -0.397 2.919 1.839
C: 0.167 4.036 2.454
C: -0.456 4.622 3.545
C: -1.647 4.106 4.024
C: -2.202 2.992 3.404
C: -1.581 2.383 2.327
N: -3.455 2.479 3.887
O: -4.141 3.204 4.565
O: -3.755 1.337 3.580
H: 1.098 4.427 2.069
H: -0.022 5.483 4.031
H: -2.148 4.546 4.873
H: -2.004 1.503 1.868

Results
**Energy**: -4568.2767 a.u.
**2S+1**: 4
**M**: 1286.9 g/mol
**Total charge**: +1
**HOMO-LUMO gap (alpha / beta)**: 6.74 / 5.04 eV